1.
Formula: C11H21ClNO8S3Tl
Source: the Open Molecules 2025 dataset
Level of theory: ωB97M-V/def2-TZVPD

The frontier orbital gap is 1.89 eV. Its total charge is +2. The value obtained for the largest force on an atom is 0.18559 Eh/bohr. The value obtained for the HOMO energy is -13.65 eV. The calculation puts the total energy at -79310.5643 eV.

The geometry in XYZ format:
```
46
Properties=species:S:1:pos:R:3:forces:R:3
C -2.39065 5.51504 -3.99363 0.6798 -0.7623 0.3694
C -0.99695 5.26897 -4.76785 -0.3233 2.8423 -2.7429
O -0.77319 5.99681 -5.76956 -0.3548 -3.4287 4.0504
O -0.05436 4.26671 -4.31338 -2.1539 0.4523 -1.6305
C -0.16759 3.12667 -5.24149 -0.0061 -0.7589 0.1475
C -1.41771 2.18483 -4.81176 0.4246 -0.6392 0.0585
C -0.99389 1.40180 -3.46682 0.1285 0.1913 -0.0346
C -2.14602 0.41334 -2.92579 0.6340 -0.1164 -0.4217
C -1.98928 0.31376 -1.32078 -0.9751 1.1654 0.0403
S -1.60817 -1.45014 -0.77177 -2.1530 -2.2753 -2.8811
O -0.79409 -2.17519 -1.83560 -1.1789 2.0585 3.4368
O -2.93486 -2.11604 -0.54728 3.3422 1.6387 0.1998
N -0.60638 -1.34284 0.62164 -1.2164 -1.4671 -0.2893
S -0.95715 -2.58512 1.75726 -3.4101 -3.9616 0.3160
O -2.19521 -2.18831 2.50957 3.4476 0.3668 -1.6279
O -1.25311 -3.92729 1.10581 1.6283 3.8809 0.9364
C 0.53615 -2.85032 2.83516 1.2458 -0.4851 1.7185
C 0.52870 -1.99683 4.19521 -0.7270 1.3084 -0.1700
C 1.95236 -1.88210 4.93267 -0.6160 0.1994 0.6789
C 2.79385 -3.24792 5.00946 -1.0555 1.0783 0.8764
S 4.62123 -2.77096 5.04218 3.1374 -2.3349 -8.7055
O 5.34682 -4.01549 4.55311 -2.1989 2.8954 3.3027
O 4.93451 -1.69642 4.01397 -1.8531 -1.8111 4.3132
Cl 5.27139 -2.15825 6.93855 -0.4929 0.6863 -0.8807
H -2.21617 6.36449 -3.25190 -0.2932 -1.0527 -1.0903
H -2.71206 4.59005 -3.38504 0.5343 1.4509 -0.9755
H -3.20544 5.79877 -4.75661 1.5367 -0.3980 1.2030
H 0.79027 2.49977 -5.09844 -1.4533 1.1932 -0.3932
H -0.26495 3.51579 -6.32118 0.1730 -0.6814 1.6766
H -2.38978 2.78163 -4.69163 1.5034 -0.8280 -0.0834
H -1.60617 1.37831 -5.61327 0.3472 1.3685 1.0156
H -0.66826 2.14782 -2.64481 -0.7045 -1.0239 -1.3845
H -0.06821 0.76241 -3.69592 -1.3007 0.9345 0.2918
H -3.21399 0.76304 -3.18936 1.6803 -0.4290 0.7191
H -2.01899 -0.59689 -3.46226 -0.1939 1.3996 0.9659
H -3.02558 0.55435 -0.87793 1.7315 -0.7381 -0.2013
H -1.22558 1.03902 -0.87701 -0.8436 -1.2831 -0.7093
H 0.49362 -3.96354 3.14500 -0.4598 1.6261 -1.0642
H 1.53241 -2.72003 2.28603 -1.7015 0.1126 0.2533
H -0.28333 -2.32456 4.94665 1.2767 0.1403 -1.4910
H 0.23266 -0.91743 3.89871 0.5279 -1.6350 0.6508
H 2.51305 -0.99553 4.48306 -0.4019 -1.5829 0.4069
H 1.72278 -1.58291 6.02665 0.3260 -0.3798 -1.8129
H 2.69027 -3.93677 4.10861 0.7119 1.0112 1.1184
H 2.51199 -3.82535 5.95809 0.7031 0.7493 -1.3806
Tl 5.70505 -3.41718 9.26368 0.3472 -0.6778 1.2239
```
Positions in Å, forces in eV/Å.

Partial charges, natural (NBO), in e: -0.731 0.789 -0.521 -0.544 -0.083 -0.431 -0.408 -0.423 -0.577 2.031 -0.653 -0.704 -0.615 2.047 -0.683 -0.691 -0.636 -0.423 -0.448 -0.570 1.886 -0.809 -0.796 -0.291 0.261 0.208 0.266 0.208 0.236 0.224 0.230 0.215 0.224 0.259 0.264 0.296 0.276 0.294 0.288 0.254 0.245 0.268 0.243 0.283 0.267 0.971

---

2.
Formula: C11H21FNO4
Source: the Open Molecules 2025 dataset
Level of theory: ωB97M-V/def2-TZVPD

The frontier orbital gap is 7.97 eV. Its total charge is -1. The value obtained for the largest force on an atom is 0.01307 Eh/bohr. The value obtained for the HOMO energy is -4.72 eV. The calculation puts the total energy at -24144.8644 eV.

The geometry in XYZ format:
```
38
Properties=species:S:1:pos:R:3:forces:R:3
C -0.97147 -1.99454 -0.45671 -0.0743 -0.1355 -0.0384
C -1.18497 -1.21455 -1.76713 0.0431 -0.0478 -0.0755
C -2.05082 -2.05019 -2.72094 0.1083 0.0828 -0.0147
C -1.73945 0.23583 -1.66908 -0.0456 0.0020 -0.0232
C -2.27677 0.76567 -0.32837 0.0384 0.0621 0.0521
C -3.34268 -0.14846 0.31318 0.1092 0.0091 0.0656
C -1.13330 1.16658 0.64610 -0.1197 0.0550 0.0089
O 0.11168 0.76818 0.12411 0.0471 -0.0262 -0.0293
C 1.13149 0.46027 1.04428 0.0972 0.1176 -0.1070
C 1.87851 -0.85129 0.61342 -0.0847 0.0053 -0.6667
O 2.06755 -1.65327 1.54617 0.1240 -0.0840 0.0855
O 2.18568 -0.93406 -0.59967 -0.1175 0.0762 0.6232
N 2.07884 1.56765 1.09687 -0.1154 0.0389 0.0036
O 1.38593 2.62258 1.80661 0.1500 0.0448 0.1194
C 3.30369 1.24191 1.83311 0.0169 -0.0237 0.1141
C 4.41515 0.93307 0.84490 -0.1670 -0.0344 -0.0708
F 5.63548 0.90439 1.53792 0.0882 -0.0002 0.0457
H -0.92012 -1.36158 0.42444 0.0714 -0.0240 -0.0641
H -1.77611 -2.72382 -0.29782 0.0064 0.0894 0.0197
H -0.02561 -2.53837 -0.49656 -0.0793 0.0316 0.0074
H -0.19979 -1.12982 -2.23348 -0.0249 0.0602 0.1341
H -2.14067 -1.56119 -3.69732 -0.0158 -0.0609 0.0540
H -3.06013 -2.18479 -2.31496 0.0464 -0.0167 -0.0316
H -1.60835 -3.03927 -2.87705 -0.0685 0.0424 0.0217
H -0.95281 0.92227 -1.98976 -0.0530 -0.0444 -0.0099
H -2.55199 0.33875 -2.40231 0.0114 -0.0243 0.0992
H -2.79174 1.70325 -0.57051 0.0512 -0.0755 -0.0908
H -3.75517 -0.84857 -0.41768 -0.0583 0.0946 0.0168
H -2.93123 -0.74696 1.12886 -0.0107 0.0180 -0.0831
H -4.16548 0.44220 0.72579 0.0137 -0.0618 -0.0129
H -1.13191 2.25527 0.79408 -0.0234 -0.0628 0.0304
H -1.30225 0.71388 1.63316 0.0429 -0.0195 -0.0527
H 0.69415 0.30717 2.04152 0.0404 -0.0382 -0.0213
H 1.63136 3.40644 1.30456 -0.1156 -0.0497 -0.0749
H 3.58538 2.12546 2.40966 -0.0084 -0.0339 -0.0882
H 3.16210 0.40494 2.52633 0.0230 0.0218 -0.0276
H 4.27222 -0.02814 0.35194 0.0273 0.0443 0.0401
H 4.47364 1.72310 0.09234 0.0256 -0.0327 0.0413
```
Positions in Å, forces in eV/Å.

Partial charges, natural (NBO), in e: -0.611 -0.235 -0.594 -0.383 -0.238 -0.613 -0.048 -0.545 0.127 0.730 -0.762 -0.765 -0.164 -0.620 -0.297 0.049 -0.394 0.211 0.177 0.245 0.229 0.192 0.183 0.201 0.227 0.181 0.190 0.204 0.210 0.195 0.166 0.162 0.153 0.462 0.202 0.215 0.208 0.150